Entry 1:
Computed, not measured: a molecular structure, CHBrO3Pd in a non-equilibrium geometry, with ωB97M-V/def2-TZVPD.

```
7
Properties=species:S:1:pos:R:3:forces:R:3
Pd 19.149 -14.209 11.590 0.127 -0.731 1.746
Br 19.307 -15.242 14.116 -0.060 0.676 -1.727
O 20.924 -17.789 15.790 0.553 -0.262 -0.404
C 21.388 -17.182 16.847 -1.433 0.948 0.280
O 21.406 -15.909 16.967 0.494 -0.665 -0.171
O 21.635 -17.798 17.864 0.799 -0.373 1.144
H 20.853 -17.116 15.109 -0.479 0.407 -0.868
```
Positions in Å, forces in eV/Å.

Properties
E = -2966.2219 hartree
HOMO level (spin up / spin down) = -9.8 / -9.7 eV
Multiplicity = 3
Largest force on an atom = 1.9 eV Å⁻¹
Kohn-Sham gap (spin up / spin down) = 7.72 / 6.96 eV
⟨S²⟩ = 2.01
Total charge = 0
ΔE to the lowest compared entry with this formula, charge and spin = 0.0 kcal/mol

Mulliken population analysis, charges in e, atoms 1 to 4:
1. Pd 0.445
2. Br -0.402
3. O -0.344
4. C 0.828

=====

Entry 2:
Computed, not measured: a molecular structure, C45H47GeN3SSiV in a non-equilibrium geometry, with ωB97M-V/def2-TZVPD.

```
99
Properties=species:S:1:pos:R:3:forces:R:3
V 0.135 -0.927 0.037 -0.042 -0.925 -0.467
N -0.617 -2.887 0.909 0.199 -0.051 -0.056
C -0.114 -4.224 0.462 -0.075 0.261 0.021
C 1.394 -4.349 0.591 0.028 0.042 0.065
C 2.183 -3.380 -0.273 -0.161 0.263 0.200
N 2.026 -1.967 0.225 0.123 -0.215 -0.155
H -0.449 -2.814 1.910 -0.022 -0.056 0.025
H -1.633 -2.878 0.844 -0.009 -0.039 -0.059
H -0.400 -4.355 -0.578 -0.033 0.001 -0.027
H -0.606 -5.002 1.044 0.008 -0.080 0.042
H 1.671 -5.360 0.290 -0.013 -0.013 0.020
H 1.699 -4.250 1.639 0.015 -0.004 -0.030
H 1.832 -3.423 -1.301 -0.005 0.046 -0.042
H 3.239 -3.639 -0.266 0.087 -0.058 0.042
H 2.715 -1.378 -0.239 0.048 -0.055 -0.045
H 2.302 -1.950 1.208 -0.007 -0.002 0.044
N 0.381 0.938 -0.455 0.291 0.691 -0.303
S 0.987 1.603 -1.834 -0.334 -0.506 0.108
C 2.290 2.686 -1.357 0.185 0.041 -0.001
C 2.044 3.954 -0.842 0.131 -0.003 0.037
C 3.129 4.738 -0.487 0.004 0.009 0.040
C 4.426 4.259 -0.644 -0.002 -0.006 -0.001
C 4.656 2.989 -1.158 -0.026 0.026 -0.001
C 3.580 2.193 -1.525 0.029 0.087 0.049
C -0.233 2.732 -2.449 -0.032 0.038 0.011
C -1.468 2.834 -1.835 -0.049 0.133 -0.084
C -2.396 3.721 -2.368 -0.011 -0.035 -0.002
C -2.082 4.464 -3.496 0.004 -0.014 -0.019
C -0.839 4.330 -4.108 -0.027 0.028 0.006
C 0.100 3.457 -3.588 -0.053 0.008 0.040
H 0.129 1.668 0.213 0.056 0.001 -0.056
H 1.034 4.328 -0.727 -0.008 -0.029 -0.043
H 2.961 5.732 -0.093 0.032 -0.015 -0.023
H 5.266 4.888 -0.377 -0.030 -0.023 0.000
H 5.667 2.628 -1.292 -0.034 0.019 0.005
H 3.746 1.211 -1.956 -0.039 0.053 0.005
H -1.718 2.229 -0.974 0.000 -0.020 -0.002
H -3.370 3.818 -1.904 0.037 -0.003 -0.026
H -2.812 5.148 -3.909 0.028 -0.011 0.014
H -0.599 4.911 -4.989 -0.018 -0.011 0.013
H 1.075 3.358 -4.055 -0.039 -0.020 0.033
C 0.884 -4.350 -4.294 -0.007 -0.002 0.007
C 1.326 -3.069 -3.995 -0.045 -0.036 0.011
C 0.560 -2.255 -3.168 0.021 -0.005 0.052
C -0.655 -2.695 -2.627 0.100 -0.078 -0.142
C -1.081 -3.991 -2.945 0.057 -0.023 -0.063
C -0.319 -4.810 -3.769 -0.003 0.033 0.059
Si -1.712 -1.512 -1.636 0.049 0.034 0.006
C -2.521 -0.328 -2.807 -0.250 0.193 0.009
C -3.872 -0.020 -2.608 -0.010 0.169 -0.022
C -4.566 0.783 -3.508 0.090 -0.034 0.034
C -3.914 1.288 -4.625 0.055 -0.018 0.017
C -2.571 0.993 -4.838 -0.039 0.041 0.033
C -1.882 0.196 -3.935 -0.001 0.009 -0.085
H 1.470 -4.987 -4.945 -0.019 0.012 0.025
H 2.257 -2.705 -4.412 -0.021 -0.003 0.011
H 0.926 -1.252 -2.952 -0.051 0.031 -0.028
H -2.025 -4.364 -2.558 0.044 0.037 -0.029
H -0.669 -5.807 -4.010 0.010 0.040 -0.001
H -2.804 -2.230 -0.937 -0.057 -0.168 0.057
H -4.400 -0.421 -1.748 0.022 -0.010 -0.055
H -5.615 0.996 -3.345 0.029 -0.002 -0.009
H -4.455 1.900 -5.337 0.029 -0.032 0.031
H -2.064 1.377 -5.716 -0.030 -0.019 0.036
H -0.842 -0.040 -4.143 -0.049 -0.024 0.037
C -0.216 4.531 3.224 0.007 0.019 -0.022
C 0.874 4.002 2.541 -0.040 -0.067 -0.023
C 0.924 2.643 2.258 -0.116 0.127 0.106
C -0.111 1.798 2.679 -0.021 0.251 -0.089
C -1.213 2.344 3.348 0.130 0.136 -0.070
C -1.260 3.706 3.619 0.007 -0.047 -0.024
Ge -0.012 -0.122 2.560 0.007 0.297 0.941
C -1.604 -0.929 3.275 -0.291 -0.202 -0.038
C -2.815 -0.810 2.579 0.026 -0.104 0.149
C -3.992 -1.297 3.129 0.037 -0.013 0.017
C -3.967 -1.912 4.377 0.022 -0.008 0.009
C -2.771 -2.040 5.073 0.031 0.002 -0.050
C -1.586 -1.558 4.525 -0.220 0.048 -0.103
C 1.585 -0.818 3.411 0.194 -0.139 -0.073
C 1.697 -2.183 3.716 0.051 0.047 0.071
C 2.819 -2.681 4.363 0.002 0.077 -0.024
C 3.855 -1.819 4.710 -0.020 -0.033 -0.010
C 3.757 -0.465 4.423 -0.040 0.019 -0.036
C 2.634 0.035 3.773 0.030 -0.145 0.009
H -0.251 5.590 3.446 0.006 -0.045 -0.005
H 1.689 4.646 2.236 -0.020 -0.010 0.002
H 1.778 2.250 1.715 0.013 -0.020 0.043
H -2.026 1.710 3.676 -0.006 -0.026 0.013
H -2.110 4.121 4.147 0.028 -0.013 -0.016
H -2.846 -0.330 1.606 0.030 0.043 -0.024
H -4.926 -1.194 2.591 0.037 -0.012 0.028
H -4.885 -2.290 4.808 0.035 0.012 -0.008
H -2.759 -2.513 6.047 -0.005 0.028 -0.047
H -0.667 -1.648 5.090 0.020 0.011 -0.021
H 0.887 -2.871 3.500 -0.020 0.025 -0.027
H 2.880 -3.734 4.611 0.001 0.041 -0.011
H 4.731 -2.203 5.218 -0.033 0.013 -0.013
H 4.552 0.210 4.713 -0.024 -0.029 -0.006
H 2.570 1.097 3.582 -0.021 0.023 -0.020
```
Positions in Å, forces in eV/Å.

Properties
E = -5615.3240 hartree
HOMO level (spin up / spin down) = -13.1 / -12.6 eV
Multiplicity = 4
Largest force on an atom = 1.0 eV Å⁻¹
Kohn-Sham gap (spin up / spin down) = 7.26 / 5.23 eV
⟨S²⟩ = 3.89
Total charge = +2

Mulliken population analysis, charges in e, atoms 1 to 4:
1. V 0.702
2. N -0.220
3. C -0.250
4. C -0.700

=====

Entry 3:
Computed, not measured: a molecular structure, C35H33ClHfN4S2Si2 in a non-equilibrium geometry, with ωB97M-V/def2-TZVPD.

```
78
Properties=species:S:1:pos:R:3:forces:R:3
C 1.824 -4.476 1.635 0.546 -0.255 -1.031
C 0.964 -3.993 0.599 1.216 -0.707 -0.644
C 1.490 -2.743 0.136 0.978 -0.702 -0.488
H 0.155 -4.554 0.126 0.171 0.348 0.385
C 2.670 -2.453 0.897 0.404 -0.732 -0.763
C 2.847 -3.497 1.859 0.564 -0.953 -1.397
H 3.715 -3.616 2.508 -0.467 0.146 -0.066
H 1.790 -5.474 2.080 -0.256 0.577 0.152
H 1.157 -2.196 -0.744 -0.038 0.170 0.437
H 3.383 -1.658 0.686 -0.476 0.103 0.225
Hf 0.857 -2.432 2.350 -2.234 1.434 2.832
Si -0.570 2.981 -2.365 -0.425 0.744 0.200
C -2.281 3.724 -2.332 -0.229 0.001 -0.134
C -2.621 4.759 -1.443 -0.422 -0.271 -0.088
H -1.851 5.206 -0.810 -0.221 -0.045 -0.188
C -3.950 5.188 -1.342 0.137 -0.045 -0.044
H -4.211 5.980 -0.639 0.070 -0.199 -0.218
C -4.944 4.602 -2.133 0.313 -0.139 -0.067
H -5.981 4.938 -2.052 0.346 -0.105 -0.025
C -4.603 3.589 -3.036 -0.014 0.031 0.020
H -5.373 3.128 -3.656 0.187 0.173 0.142
C -3.279 3.157 -3.144 -0.150 0.234 0.405
H -3.014 2.356 -3.839 -0.142 0.225 0.126
C 0.737 4.294 -2.188 0.399 0.073 0.227
C 0.892 5.194 -3.256 0.297 0.138 0.291
H 0.263 5.093 -4.143 0.172 0.088 0.179
C 1.839 6.221 -3.187 -0.074 -0.100 0.067
H 1.942 6.923 -4.017 -0.032 -0.204 0.229
C 2.654 6.354 -2.058 -0.237 -0.320 0.017
H 3.390 7.159 -2.001 -0.240 -0.293 -0.027
C 2.516 5.449 -0.999 -0.054 0.012 -0.006
H 3.155 5.543 -0.120 -0.187 0.004 -0.229
C 1.559 4.429 -1.056 -0.001 0.358 -0.413
H 1.442 3.747 -0.210 0.083 0.163 -0.202
H -0.398 2.326 -3.689 -0.023 -0.273 0.173
Si -0.462 1.251 -0.774 0.356 -0.265 -0.939
C 1.252 0.619 -1.240 -0.029 -0.298 0.198
C 1.534 0.064 -2.499 0.404 0.099 0.113
H 0.735 -0.062 -3.233 0.213 -0.060 0.186
C 2.848 -0.273 -2.844 -0.156 -0.034 -0.040
H 3.051 -0.722 -3.816 -0.022 0.157 0.219
C 3.897 -0.019 -1.960 -0.079 0.026 0.172
H 4.925 -0.263 -2.234 -0.323 0.095 0.034
C 3.626 0.567 -0.720 0.051 -0.052 0.002
H 4.443 0.798 -0.034 -0.160 -0.048 -0.200
C 2.312 0.863 -0.355 0.169 -0.215 -0.206
H 2.106 1.293 0.626 0.112 0.001 -0.263
C -1.821 0.025 -1.182 -0.178 -0.197 -0.057
C -1.558 -1.266 -1.659 -0.356 -0.118 0.181
H -0.531 -1.576 -1.868 -0.310 0.114 -0.048
C -2.608 -2.164 -1.885 -0.053 -0.131 0.071
H -2.393 -3.167 -2.262 -0.081 0.280 0.043
C -3.930 -1.775 -1.654 0.109 0.063 0.028
H -4.747 -2.479 -1.832 0.247 0.259 -0.019
C -4.204 -0.477 -1.210 0.071 -0.030 0.100
H -5.235 -0.155 -1.056 0.305 -0.125 -0.034
C -3.156 0.410 -0.957 0.032 -0.258 -0.157
H -3.381 1.419 -0.595 0.049 -0.301 -0.155
H -0.524 1.216 0.685 0.099 0.673 0.430
Cl 0.882 -0.152 2.727 0.048 0.273 0.127
N -2.210 -3.845 1.195 0.058 -0.160 0.822
C -1.848 -4.236 2.435 0.398 -0.447 0.074
N -0.783 -3.734 3.086 -0.888 -0.268 -0.258
C -0.549 -4.410 4.313 -2.361 -1.318 -0.975
C -1.468 -5.410 4.546 1.360 1.059 0.126
S -2.620 -5.578 3.260 0.659 0.968 0.088
C 0.645 -4.050 5.008 2.197 0.193 1.565
C 1.238 -4.552 6.146 -1.079 0.238 -1.309
S 2.791 -3.847 6.456 -0.785 0.459 -0.724
C 2.578 -2.836 5.046 -0.087 -0.382 -0.315
N 1.445 -3.076 4.366 0.695 0.141 0.886
N 3.531 -1.979 4.602 -0.545 -0.330 0.418
H -3.008 -4.296 0.759 0.185 0.433 -0.068
H -1.868 -2.965 0.815 -0.506 -0.263 -0.212
H -1.451 -6.037 5.429 -0.276 -0.106 -0.258
H 0.785 -5.318 6.758 0.337 0.074 0.187
H 4.326 -1.832 5.213 -0.108 0.262 -0.301
H 3.242 -1.223 3.982 0.271 -0.138 0.396
```
Positions in Å, forces in eV/Å.

Properties
E = -3455.7431 hartree
HOMO level = -12.2 eV
Multiplicity = 1
Largest force on an atom = 3.9 eV Å⁻¹
Kohn-Sham gap = 4.77 eV
Total charge = +2
ΔE to the lowest compared entry with this formula, charge and spin = 0.0 kcal/mol

Mulliken population analysis, charges in e, atoms 1 to 4:
1. C -0.306
2. C -0.773
3. C 0.269
4. H 0.647